Record 1
The following is a quantum chemistry calculation of a 2-piece molecular cluster, C11H32BN2OP2SSi overall, from the OMol25 dataset.

Atoms and positions in Å:
H (-0.211, -3.637, -0.683)
S (3.499, -2.845, 3.137)
Si (-0.045, -2.844, 1.647)
H (1.663, -1.824, 5.429)
H (1.554, 0.078, -3.429)
H (2.163, 2.750, -2.894)
H (-2.030, -4.097, 2.495)
B (0.843, -3.642, 3.254)
O (0.115, -4.894, 5.504)
C (0.612, 4.065, -1.634)
H (-1.478, 2.495, -3.759)
N (1.314, -2.655, 5.899)
H (1.941, 0.647, -1.814)
H (-2.421, 4.000, -0.975)
P (2.481, -4.535, 3.192)
C (-1.870, -3.298, 1.772)
H (2.682, -5.384, 2.102)
P (0.003, -3.332, 5.005)
H (-0.378, -0.438, 1.021)
H (2.708, -5.325, 4.319)
H (-2.231, -3.637, 0.801)
C (1.250, 0.769, -2.648)
H (-1.581, 2.068, -1.412)
C (-0.927, 3.388, -3.462)
H (1.409, 3.691, -0.997)
N (0.087, 2.923, -2.432)
H (-2.464, -2.441, 2.088)
H (-0.481, -5.021, 6.242)
C (-0.522, 1.869, -1.525)
C (0.626, -3.445, -0.008)
C (-0.191, 0.550, -2.186)
C (-2.887, 4.188, -1.943)
H (1.254, -2.689, -0.482)
H (2.104, -3.292, 5.960)
H (-3.499, 3.321, -2.200)
H (-0.348, 3.725, -4.319)
H (-1.313, 5.402, -2.799)
H (-0.182, 4.477, -1.019)
H (1.001, 4.824, -2.308)
H (-0.177, -0.674, 2.762)
H (-3.558, 5.034, -1.808)
C (0.185, -0.985, 1.780)
H (1.194, -4.372, 0.056)
H (-2.423, 4.747, -3.958)
H (1.244, -0.737, 1.714)
C (-1.876, 4.502, -3.046)
H (-0.289, -0.285, -1.495)
C (1.251, 2.214, -3.140)
H (-0.031, 1.955, -0.556)
H (1.082, 2.284, -4.210)
H (-0.848, 0.360, -3.035)

Output
Net charge ... +1
Highest occupied orbital energy ... -9.88 eV

---

Record 2
The following is a quantum chemistry calculation of a 5-piece molecular cluster, C11H32Cl2O12P2 overall in a non-equilibrium geometry, from the OMol25 dataset.

Atoms and positions in Å:
O (-1.830, -12.102, 0.004)
H (-1.396, -13.993, -0.419)
C (-0.923, -13.021, -0.553)
O (0.183, 2.792, 4.155)
H (3.872, 2.716, 7.212)
H (1.176, -0.140, -3.490)
C (2.535, 6.083, -6.990)
H (1.523, 4.434, 3.484)
O (-2.404, -10.213, 1.862)
C (1.080, -0.917, -4.248)
C (-2.972, 8.308, -1.988)
H (-3.003, -13.727, 3.660)
H (-3.180, -11.950, 3.564)
C (2.800, 2.519, 7.190)
H (0.647, -0.462, -5.139)
H (-1.300, 9.257, -1.346)
H (2.629, 1.482, 7.480)
O (-2.722, 6.168, -3.035)
O (-0.056, -11.021, 1.364)
H (2.159, 8.197, -5.870)
H (1.405, 2.885, 2.615)
P (0.458, 2.777, 5.780)
H (1.083, -10.250, -0.143)
O (-1.622, -12.644, 2.448)
C (0.850, 3.630, 3.186)
P (-1.560, -11.422, 1.468)
H (-1.622, 5.489, 6.340)
H (0.741, -9.093, 1.118)
H (-3.057, 7.792, -1.032)
H (-1.865, -12.593, 4.414)
O (2.577, 5.849, -5.567)
H (3.495, 5.809, -5.287)
H (1.523, 6.114, -7.394)
H (0.002, -13.110, 0.017)
H (2.349, 3.195, 7.917)
Cl (2.617, -1.269, -4.933)
H (-1.828, 6.298, -3.358)
O (0.128, 4.324, 6.103)
C (-1.059, 4.889, 5.625)
H (-0.825, 5.578, 4.813)
Cl (0.188, -2.301, -3.568)
C (-3.376, 7.389, -3.143)
H (-3.121, 7.780, -4.128)
C (3.351, 7.379, -7.107)
H (-0.506, -9.659, -0.091)
C (-2.476, -12.781, 3.532)
H (3.782, 7.602, -8.083)
H (0.099, 4.013, 2.495)
O (-0.383, 1.738, 6.497)
H (-3.643, 9.147, -1.804)
H (-0.817, -12.947, -1.636)
O (2.434, 8.425, -6.760)
O (2.157, 2.683, 5.960)
H (-4.463, 7.307, -3.104)
H (-1.812, 4.151, 5.349)
H (3.044, 5.229, -7.436)
C (0.319, -9.932, 0.567)
H (4.219, 7.350, -6.449)
O (-1.606, 8.772, -2.116)

Output
Highest occupied orbital energy ... -10.23 eV
SMILES string ... COP(=O)(OC)OC.COP(=O)(OC)OC.ClCCl.OCCO.OCCO

---

Record 3
The following is a quantum chemistry calculation of C11H32F9FeN16O17S3 as an isolated structure in a non-equilibrium geometry, from the OMol25 dataset.

Atoms and positions in Å:
H (-1.356, -2.318, 4.016)
H (-3.089, 2.532, -4.937)
H (5.705, -1.782, 2.267)
O (1.143, 3.543, 0.620)
N (1.061, -0.353, 4.357)
F (-0.151, 2.916, 3.272)
H (2.552, -2.659, -1.092)
O (4.998, -4.421, -1.808)
H (1.538, -0.039, 5.188)
F (-2.415, -0.057, -0.757)
H (-2.710, 3.205, 5.620)
H (-3.333, -4.781, -2.843)
O (-4.933, -2.257, -3.715)
H (-0.382, -3.607, -1.400)
C (4.675, 2.924, -2.542)
H (5.703, -2.263, -2.348)
N (4.775, -2.248, -1.957)
N (-2.211, 1.076, -3.322)
H (1.336, -0.203, 3.398)
H (-3.969, -4.354, -4.476)
N (-0.579, -1.754, 3.708)
H (-1.914, 0.705, -2.434)
H (-0.643, -1.160, 2.895)
H (-3.766, 2.771, -1.869)
N (3.006, -3.536, -1.296)
S (3.657, 1.740, -1.480)
F (-0.320, 4.908, 2.565)
C (3.734, -1.507, 1.998)
C (-1.573, 2.178, -3.636)
C (0.187, -1.302, 4.674)
H (4.700, -3.135, 2.730)
N (-2.259, 2.883, -4.487)
H (-0.791, -5.224, -1.780)
F (4.604, 4.172, -2.110)
O (-4.744, 2.050, 5.355)
O (0.708, -0.259, 1.265)
H (1.946, -1.696, 1.525)
H (-3.041, -3.367, -1.457)
O (3.801, -0.282, 1.883)
S (1.955, 3.835, 1.839)
F (5.951, 2.504, -2.592)
H (-2.929, 0.824, -3.982)
N (0.091, -2.725, -3.450)
F (-2.074, -0.483, 1.279)
O (4.270, 1.840, -0.149)
N (-3.805, 2.968, -0.882)
H (2.853, -3.231, 1.882)
H (4.242, -1.390, -1.987)
O (2.767, 5.042, 1.671)
O (0.197, -1.719, 5.799)
H (2.677, -4.477, -1.150)
C (-2.729, 3.234, -0.159)
C (-3.729, 1.775, 4.769)
H (-2.327, 3.852, 1.756)
H (-4.687, 3.127, -0.422)
C (4.289, -3.472, -1.724)
O (2.274, 2.270, -1.447)
H (-3.963, 3.437, 1.326)
H (-2.699, 0.427, 3.603)
N (2.691, -2.232, 1.957)
C (-4.194, -2.996, -3.105)
H (-1.898, 3.763, -4.823)
H (0.377, -2.203, -2.635)
N (-3.746, -2.770, -1.858)
O (3.681, 0.391, -2.076)
N (4.788, -2.203, 2.328)
C (-0.303, -3.968, -3.358)
N (-3.843, -4.199, -3.487)
O (0.085, 1.140, -0.656)
H (-4.164, -2.014, -1.340)
F (0.985, 4.574, 4.274)
O (0.873, -1.034, -1.017)
O (-1.551, 3.284, -0.574)
N (-0.637, -4.283, -2.104)
N (-2.984, 3.481, 1.087)
O (-0.558, 2.565, -3.005)
O (2.777, 2.657, 2.203)
H (0.223, -2.383, -4.389)
F (4.146, 2.857, -3.771)
S (0.176, -0.202, -0.088)
F (-1.740, -2.204, -0.085)
N (-3.583, 0.789, 3.924)
C (-1.645, -0.813, 0.080)
Fe (0.406, 3.061, -1.245)
H (-1.743, 2.266, 4.520)
H (-4.370, 0.158, 3.899)
O (-0.428, -4.683, -4.319)
N (-2.638, 2.467, 4.936)
C (0.542, 4.057, 3.158)

Output
⟨S²⟩ ... 20.0143
ΔE to the lowest compared entry with this formula, charge and spin ... 0.000 eV
Net charge ... -1
Highest occupied orbital energy (spin up / spin down) ... -0.66 / -7.26 eV
2S+1 ... 9

---

| no. | E (hartree) |
| --- | --- |
| 1 | -2018.1009 |
| 2 | -2944.3255 |
| 3 | -5950.6638 |